Record 1
Here is a 2-piece molecular cluster, C2H6N2O overall from the Open Molecules 2025 dataset. Energies are from wB97M-V/def2-TZVPD.

Summary:
ΔE to the lowest compared entry with this formula, charge and spin in kJ/mol: 164.3
HOMO energy in eV: -9.852
Frontier orbital gap in eV: 10.8
SMILES: NC=O.C=N
E_tot in Ha: -264.52472

Each line ends with the Mulliken charge.
Cartesian coordinates (Å):
N  1.23487  0.87245  0.57324  -0.34
C  0.50827  0.22133  1.53475  0.11
O  0.05074  -0.89524  1.43866  -0.51
H  0.93035  0.67517  -0.37181  0.21
H  1.66675  1.73716  0.84315  0.23
H  0.25346  0.81999  2.41771  0.33
C  -1.23947  -0.42949  -1.24176  -0.44
N  -0.74553  0.12454  -2.25589  -0.54
H  -2.20552  -0.06608  -0.88881  0.27
H  -0.69982  -1.15688  -0.64131  0.41
H  0.10817  -0.30218  -2.60865  0.27



Record 2
Here is C19H12Cl2I2N4O2V as an isolated structure from the Open Molecules 2025 dataset. Energies are from wB97M-V/def2-TZVPD.

Summary:
HOMO energy (alpha / beta) in eV: -6.867 / -7.434
Frontier orbital gap (alpha / beta) in eV: 5.9 / 6.5
2S+1: 4
E_tot in Ha: -3560.58669

Each line ends with the Mulliken spin population.
Cartesian coordinates (Å):
V  0.29677  0.21883  0.10402  2.53
Cl  1.64910  -6.21041  -1.25296  0.00
C  0.87692  -4.67074  -1.18918  0.00
C  1.26393  -3.75576  -0.22031  -0.01
C  0.68959  -2.49269  -0.21879  0.04
N  0.96648  -1.43532  0.62529  0.04
C  1.20300  -1.59974  1.94294  0.00
O  1.23691  -2.64557  2.57579  0.03
C  1.43442  -0.26232  2.57880  0.09
C  1.95979  -0.15887  3.86012  -0.02
C  2.28171  1.09246  4.35793  0.05
C  2.06112  2.19490  3.53799  -0.02
C  1.50784  2.00489  2.28813  0.06
N  1.18439  0.80362  1.79794  -0.06
C  -0.29849  -2.15436  -1.17695  0.01
C  -0.70908  -3.09386  -2.11396  0.01
C  -0.10249  -4.34071  -2.12293  0.00
Cl  -0.55417  -5.47967  -3.33076  0.00
N  -0.73430  -0.85545  -1.02497  0.02
C  -1.88872  -0.39637  -1.56119  0.12
O  -2.66781  -0.96932  -2.30900  0.03
C  -2.12058  0.99001  -1.06716  0.02
C  -3.27075  1.69905  -1.38040  -0.03
C  -3.46886  2.94845  -0.81975  0.07
C  -2.48688  3.43562  0.04117  -0.04
C  -1.36149  2.67832  0.28674  0.10
N  -1.15429  1.46748  -0.24996  -0.06
H  2.01940  -4.01947  0.50092  0.00
H  2.12463  -1.07073  4.41494  0.00
H  2.71598  1.21527  5.33822  0.00
H  2.32386  3.19385  3.84852  0.00
H  1.35333  2.85979  1.63893  0.01
H  -1.47078  -2.85133  -2.83802  0.00
H  -3.97909  1.24799  -2.05689  0.00
H  -4.35307  3.52702  -1.03515  0.01
H  -2.58972  4.40122  0.51236  0.00
H  -0.58464  3.05674  0.94267  -0.01
I  2.10318  1.84596  -1.32162  0.00
C  0.84471  2.07608  -3.14434  0.03
I  0.37040  0.23791  -4.11976  0.01
H  1.39844  2.71348  -3.82858  0.00
H  -0.07068  2.55379  -2.81078  -0.01



Record 3
Here is one molecule with the formula C4H3N3O from the Open Molecules 2025 dataset. Energies are from wB97M-V/def2-TZVPD.

Summary:
ΔE to the lowest compared entry with this formula, charge and spin in kJ/mol: 234.2
HOMO energy in eV: -8.851
Frontier orbital gap in eV: 9.7
SMILES: C#Cc1[nH]nnc1O
E_tot in Ha: -393.63020

Each line ends with the Mulliken charge.
Cartesian coordinates (Å):
C  -1.32058  0.49244  2.27754  0.15
C  -0.62108  0.26228  1.33008  -0.53
C  0.15226  0.00552  0.20471  -0.04
N  1.48825  -0.09094  0.21135  0.32
N  1.95637  -0.33357  -0.96861  -0.62
N  0.94156  -0.30496  -1.82860  -0.38
C  -0.18143  -0.09843  -1.14608  0.44
O  -1.42623  -0.12770  -1.62139  -0.48
H  -1.84986  0.60259  3.15100  0.50
H  2.19360  -0.24900  0.94358  0.27
H  -1.33285  -0.15824  -2.55359  0.36



Record 4
Here is a 2-piece molecular cluster, C10H9BrCl3FNO4S overall from the Open Molecules 2025 dataset. Energies are from wB97M-V/def2-TZVPD.

Summary:
Total charge: -1
HOMO energy in eV: -5.162
Frontier orbital gap in eV: 7.5
E_tot in Ha: -5194.89034

Each line ends with the Mulliken charge.
Cartesian coordinates (Å):
O  2.52251  2.25507  1.13486  -0.76
C  2.25210  1.05074  1.05019  0.70
O  1.98132  0.22443  1.95517  -0.65
C  2.20399  0.39403  -0.38682  0.55
Br  2.51320  1.84017  -1.72722  -0.20
C  0.82218  -0.22105  -0.74366  -2.25
C  -0.29332  0.12381  0.21336  0.71
C  -0.79334  -0.84042  1.07670  0.02
C  -1.79472  -0.53744  1.97935  -0.74
C  -2.29469  0.75639  2.03466  -0.41
C  -1.81254  1.71683  1.16935  -0.56
C  -0.82711  1.40602  0.24541  -0.15
N  3.29944  -0.55393  -0.67347  -0.42
S  3.61687  -1.86313  0.29414  1.13
O  4.09265  -2.91308  -0.54530  -0.62
O  4.44850  -1.51753  1.39346  -0.55
F  2.21767  -2.27670  0.80143  -0.13
H  0.53136  0.16941  -1.71958  0.37
H  0.89626  -1.30060  -0.87107  0.61
H  -0.39804  -1.84814  1.04573  0.35
H  -2.13859  -1.31740  2.64859  0.37
H  -3.06729  0.99461  2.75670  0.36
H  -2.22609  2.71640  1.22905  0.38
H  -0.45047  2.17188  -0.42352  0.38
H  4.19294  -0.06874  -0.70107  0.46
C  -3.95156  -0.19900  -2.60100  -0.01
Cl  -2.63758  0.14038  -1.47971  0.08
Cl  -5.04357  1.18944  -2.74386  -0.15
Cl  -3.33443  -0.66209  -4.19472  -0.15
H  -4.52764  -1.03036  -2.21717  0.27



Record 5
Here is C21H21N5O4S4SbW as an isolated structure from the Open Molecules 2025 dataset. Energies are from wB97M-V/def2-TZVPD.

Summary:
ΔE to the lowest compared entry with this formula, charge and spin in kJ/mol: 74.4
HOMO energy (alpha / beta) in eV: -7.475 / -8.000
Frontier orbital gap (alpha / beta) in eV: 6.2 / 5.6
2S+1: 2
E_tot in Ha: -3287.73799

Each line ends with the Mulliken spin population.
Cartesian coordinates (Å):
W  0.89950  -1.19738  -0.50189  -0.50
O  -0.52993  2.05689  1.63401  0.00
C  -0.07819  0.98591  1.28847  -0.02
O  -0.14176  0.49549  0.08968  -0.02
C  0.56318  0.06289  2.28422  0.00
C  0.76395  0.48625  3.60391  0.00
C  1.27068  -0.40631  4.49649  -0.01
C  1.55301  -1.72468  4.07646  0.00
C  2.04524  -2.70277  4.97043  0.00
C  2.31188  -3.96803  4.53777  0.00
C  2.09925  -4.30643  3.18619  0.00
C  1.62641  -3.38497  2.29499  0.01
C  1.33929  -2.07023  2.72014  0.01
N  0.85214  -1.13921  1.82912  0.02
H  0.49826  1.50269  3.85335  0.00
H  1.45556  -0.13334  5.52820  0.00
H  2.20371  -2.42749  6.00570  0.00
H  2.68447  -4.71183  5.22904  0.00
H  2.31192  -5.31108  2.84537  0.00
H  1.46632  -3.65041  1.26090  -0.02
S  2.05751  2.65731  -3.33793  0.33
Sb  2.49798  0.52621  -2.79932  0.13
S  2.85107  0.21507  -0.41806  0.19
S  0.34375  -0.64377  -2.62473  0.13
C  -2.42449  -3.76855  -1.70607  0.00
C  -1.11526  -3.24235  -1.22939  0.04
N  -1.02459  -2.12400  -0.48960  0.28
O  -2.21583  -1.67405  0.01533  0.03
C  0.15051  -3.70555  -1.60899  0.26
C  0.47732  -4.63236  -2.72727  -0.01
N  1.10147  -3.16877  -0.78502  0.10
O  2.23287  -2.48196  -1.19092  0.01
H  -3.06955  -2.93922  -1.99228  0.00
H  -2.93889  -4.33017  -0.92446  0.00
H  -2.27203  -4.42984  -2.55720  0.00
H  -2.34657  -0.72707  -0.22529  0.01
H  0.23089  -5.66961  -2.48796  0.02
H  1.54347  -4.57380  -2.94124  0.00
H  -0.07476  -4.35227  -3.62401  0.01
N  -1.92759  2.50325  -3.05801  0.00
C  -2.33436  2.28123  -1.79731  0.00
S  -3.32355  0.93581  -1.45757  0.00
N  -2.00678  3.17204  -0.85329  0.00
C  -1.31947  4.40633  -1.05333  0.00
C  -0.26051  4.74295  -0.21949  0.01
C  0.38016  5.96182  -0.38065  0.00
C  -0.01942  6.83994  -1.37616  0.00
C  -1.08293  6.50237  -2.20131  0.00
C  -1.74450  5.29619  -2.03402  0.00
H  -2.09037  1.74257  -3.69439  0.00
H  -1.11215  3.08340  -3.22568  0.00
H  -2.11625  2.86458  0.10379  0.00
H  0.05705  4.04714  0.54331  0.00
H  1.21060  6.21442  0.26565  0.00
H  0.49203  7.78430  -1.50776  0.00
H  -1.41083  7.18626  -2.97338  0.00
H  -2.59091  5.04419  -2.65857  0.00



M: 74.1 704.0 109.1 444.5 841.3 (g mol⁻¹)